#one
Computed, not measured: a 2-piece molecular cluster, CH7O2 overall, with the ωB97M-V functional and the def2-TZVPD basis.

Last column: Mulliken charge in e.
Element x y z (Å)
O 0.25 -1.91 -0.08  -0.645
H 0.13 -2.85 -0.01  0.336
H 0.21 -1.65 -1.01  0.348
H 0.60 -0.44 0.40  0.499
C -0.82 1.50 -0.10  -0.344
O 0.48 0.66 0.23  -0.397
H -1.23 1.05 -1.01  0.236
H -0.66 2.60 -0.10  0.308
H -1.32 1.26 0.83  0.271
H 1.36 1.06 0.31  0.388

Values from the calculation:
HOMO-LUMO gap (Ha): 0.4905
2S+1: 1
Highest occupied orbital energy (eV): -17.498
Net charge: +1


#two
Computed, not measured: a 2-piece molecular cluster, CH7O2 overall, with the ωB97M-V functional and the def2-TZVPD basis.

Last column: Mulliken charge in e.
Element x y z (Å)
O -1.94 0.20 -0.48  -0.633
H -2.44 0.97 -0.80  0.359
H -2.40 0.05 0.36  0.350
H -0.52 -0.08 -0.71  0.457
C 1.35 -0.20 0.70  -0.435
O 0.52 -0.11 -0.54  -0.341
H 1.43 -1.25 0.95  0.285
H 2.23 0.38 0.46  0.282
H 0.77 0.37 1.42  0.269
H 0.98 -0.32 -1.36  0.408

Values from the calculation:
HOMO-LUMO gap (Ha): 0.5148
2S+1: 1
Highest occupied orbital energy (eV): -17.834
Net charge: +1


Result of the stability comparison: #one is the least stable of them.


#one
Computed, not measured: a single C3H4N4 molecule, with the ωB97M-V functional and the def2-TZVPD basis.

Last column: Mulliken charge in e.
Element x y z (Å)
N -1.09 0.76 -1.51  -0.501
C -0.41 0.31 -0.40  0.580
C 0.63 -0.63 -0.53  -0.065
N 1.32 -1.01 0.52  -0.548
C 0.97 -0.43 1.68  0.003
N 0.01 0.46 1.85  -0.400
N -0.71 0.83 0.79  -0.324
H -1.46 0.03 -2.11  0.236
H -1.77 1.49 -1.33  0.268
H 0.91 -1.05 -1.49  0.368
H 1.56 -0.70 2.55  0.383

Values from the calculation:
HOMO-LUMO gap (Ha): 0.3487
2S+1: 1
Highest occupied orbital energy (eV): -9.358
Net charge: 0
SMILES: Nc1cncnn1


#two
Computed, not measured: a single C3H4N4 molecule, with the ωB97M-V functional and the def2-TZVPD basis.

Last column: Mulliken charge in e.
Element x y z (Å)
N -2.14 1.01 0.33  -0.343
C -1.23 0.30 -0.37  0.053
C 2.50 -0.29 1.88  -0.089
N 2.33 -0.62 0.76  -0.035
C 1.87 -0.86 -0.53  0.001
N 0.73 -0.48 -0.95  -0.348
N 0.01 0.28 -0.04  -0.413
H -3.12 0.92 0.12  0.215
H -1.88 1.43 1.21  0.247
H -1.60 -0.26 -1.23  0.378
H 2.53 -1.42 -1.19  0.333

Values from the calculation:
HOMO-LUMO gap (Ha): 0.3533
2S+1: 1
Highest occupied orbital energy (eV): -9.013
Net charge: 0


#three
Computed, not measured: a single C3H4N4 molecule, with the ωB97M-V functional and the def2-TZVPD basis.

Last column: Mulliken charge in e.
Element x y z (Å)
N 2.21 -0.25 -0.73  -0.342
C 0.90 0.03 -0.88  0.077
C -1.02 0.08 2.75  -0.075
N -1.67 0.13 1.77  -0.056
C -2.08 0.13 0.44  0.040
N -1.28 -0.12 -0.52  -0.368
N -0.01 -0.50 -0.15  -0.449
H 2.90 0.21 -1.29  0.206
H 2.51 -0.83 0.04  0.244
H 0.66 0.76 -1.66  0.378
H -3.11 0.36 0.24  0.346

Values from the calculation:
HOMO-LUMO gap (Ha): 0.3527
2S+1: 1
Highest occupied orbital energy (eV): -8.992
Net charge: 0


Result of the stability comparison: #three is the least stable of them.


#one
Computed, not measured: a single C3H4N4 molecule, with the ωB97M-V functional and the def2-TZVPD basis.

Last column: Mulliken charge in e.
Element x y z (Å)
N -1.63 1.09 0.57  -0.418
C -0.49 0.40 0.13  0.528
C -0.21 -1.20 0.19  0.056
N 0.92 -1.69 -0.17  -0.575
C 1.78 -0.72 -0.70  -0.003
N 1.58 0.56 -0.79  -0.361
N 0.48 1.17 -0.28  -0.416
H -2.38 0.65 1.09  0.191
H -1.53 2.09 0.74  0.260
H -1.23 -1.26 0.37  0.358
H 2.71 -1.09 -1.13  0.382

Values from the calculation:
HOMO-LUMO gap (Ha): 0.3335
2S+1: 1
Highest occupied orbital energy (eV): -8.965
Net charge: 0
SMILES: Nc1cncnn1


#two
Computed, not measured: a single C3H4N4 molecule, with the ωB97M-V functional and the def2-TZVPD basis.

Last column: Mulliken charge in e.
Element x y z (Å)
N 1.85 -0.11 -0.72  -0.452
C 0.56 -0.19 -0.31  0.643
C 0.04 0.76 0.60  -0.160
N -1.23 0.87 0.69  -0.483
C -2.00 -0.12 0.19  0.060
N -1.54 -1.17 -0.48  -0.437
N -0.24 -1.13 -0.83  -0.344
H 2.51 0.39 -0.14  0.220
H 2.20 -0.93 -1.18  0.268
H 0.61 1.41 1.26  0.325
H -2.76 0.22 0.91  0.361

Values from the calculation:
HOMO-LUMO gap (Ha): 0.3474
2S+1: 1
Highest occupied orbital energy (eV): -9.281
Net charge: 0
SMILES: Nc1cncnn1


Result of the stability comparison: #one is the least stable of them.


#one
Computed, not measured: a single C3H4N4 molecule, with the ωB97M-V functional and the def2-TZVPD basis.

Last column: Mulliken charge in e.
Element x y z (Å)
N 1.76 -0.48 -0.37  -0.436
C 0.51 -0.08 -0.56  0.682
C 0.18 0.93 0.41  -0.312
N -0.93 0.75 1.06  -0.490
C -1.73 -0.20 0.51  -0.111
N -1.61 -0.67 -0.72  -0.290
N -0.42 -0.60 -1.32  -0.427
H 1.93 0.06 0.51  0.266
H 2.24 -1.14 -0.99  0.253
H 0.70 1.89 0.42  0.469
H -2.63 -0.45 1.05  0.396

Values from the calculation:
HOMO-LUMO gap (Ha): 0.3382
2S+1: 1
Highest occupied orbital energy (eV): -8.928
Net charge: 0
SMILES: Nc1cncnn1


#two
Computed, not measured: C3H4N4 as an isolated structure, with the ωB97M-V functional and the def2-TZVPD basis.

Last column: Mulliken charge in e.
Element x y z (Å)
C 0.02 0.26 -1.06  0.497
C -0.89 0.33 0.03  -0.171
C -0.54 -0.17 1.21  -0.132
H 0.35 0.75 -3.04  0.268
H -1.59 1.38 -0.09  0.202
H -1.02 0.32 2.39  0.224
H 0.70 -1.58 2.00  0.254
N -0.35 0.76 -2.21  -0.648
N 0.51 -1.17 1.18  0.113
N 1.48 -0.77 0.36  -0.374
N 1.34 -0.11 -0.78  -0.234

Values from the calculation:
HOMO-LUMO gap (Ha): 0.3214
2S+1: 1
Highest occupied orbital energy (eV): -9.046
Net charge: 0


Result of the stability comparison: #two is the least stable of them.